[1]
76
Properties=species:S:1:pos:R:3:forces:R:3 method="wB97M-V/def2-TZVPD" s2=6.3041 multiplicity=5 homo_lumo_gap_ev="5.771 / 4.946"
Cr -0.5769 -2.5187 1.2133 0.23 3.38 -1.07
C -1.8535 -4.0484 1.5178 -1.79 -2.58 -1.42
C -2.1149 -3.4712 0.2192 -0.92 -2.10 1.14
C -3.2713 -2.5798 -0.1288 -0.14 0.46 0.10
C -3.5994 -1.5191 0.9432 -0.98 0.19 -0.28
C -2.4339 -0.8743 1.5819 1.24 0.86 -0.15
C -1.6084 -1.4171 2.6005 0.12 0.09 1.52
C -2.1657 -2.4640 3.5517 -0.09 -0.10 0.05
C -2.5995 -3.7676 2.8044 0.01 -0.14 0.43
C 1.6008 2.3460 0.4579 0.90 0.52 0.37
H -1.4546 -5.0974 1.4627 0.05 1.14 0.10
H -1.7996 -4.0528 -0.6599 0.29 0.14 0.55
H -4.1935 -3.1671 -0.3062 0.43 -0.08 0.04
H -3.0536 -2.0779 -1.0879 0.01 -0.05 0.32
H -4.1541 -0.7180 0.4259 -0.03 -0.30 0.20
H -4.3023 -1.9259 1.6930 0.16 -0.08 -0.23
H -2.5011 0.2217 1.5562 0.36 -0.35 -0.11
H -0.9311 -0.6854 3.0916 -0.54 -0.35 -0.25
H -3.0528 -2.0717 4.0788 0.21 -0.05 -0.02
H -1.4216 -2.7087 4.3287 -0.18 0.04 -0.33
H -2.4007 -4.6102 3.4833 -0.18 0.17 -0.22
H -3.6857 -3.7456 2.6352 0.23 -0.01 -0.04
H 1.9442 1.3516 0.7862 -0.12 0.47 -0.34
H 1.9201 3.0882 1.2065 -0.19 -0.03 -0.06
H 2.0644 2.5842 -0.5108 -0.22 -0.32 0.35
P -0.1495 2.3728 0.2692 -0.43 -0.16 0.30
P 1.5801 0.0048 -1.7027 -2.77 2.42 2.06
N -0.7231 2.4288 1.8818 -0.16 -0.35 0.20
N -0.6456 3.8301 -0.4091 0.16 0.49 -0.07
N 1.4947 -1.4870 -0.6568 -0.44 1.00 0.04
N 1.8392 -0.5398 -3.3242 -0.28 0.29 -1.13
C -0.9304 1.0323 -0.6072 0.20 -0.40 -0.86
C -0.2299 0.2581 -1.7522 -2.03 -1.85 -1.10
C 0.0041 1.9973 3.0029 -0.21 0.53 0.50
C -0.7281 2.2628 4.1436 0.41 -0.20 -0.95
C -1.9781 2.8116 3.7199 -0.02 -0.11 -0.86
C -1.9738 2.8665 2.3392 0.29 0.17 0.58
C -0.1201 5.0744 -0.0098 -0.59 0.27 -0.95
C -0.6036 6.0420 -0.8741 0.26 -1.26 0.68
C -1.4474 5.3819 -1.8288 0.08 -0.84 0.41
C -1.4675 4.0357 -1.5337 0.26 0.46 0.08
C 1.7059 -1.5474 0.7333 0.82 -1.03 0.11
C 1.5882 -2.8995 1.1614 0.35 0.26 -1.31
C 0.9438 -3.6130 0.0494 1.26 0.85 -0.51
C 0.8043 -2.6504 -0.9794 0.16 -1.15 0.48
C 1.5819 -1.7332 -4.0039 0.84 0.22 -0.31
C 2.2873 -1.7318 -5.1950 -0.37 0.37 0.64
C 2.9298 -0.4572 -5.3136 -0.58 0.39 0.87
C 2.6004 0.2748 -4.1871 0.13 -1.40 -0.42
H -1.8795 1.4155 -1.0185 0.19 -0.09 0.48
H -1.2003 0.3108 0.1811 0.05 -0.01 0.08
H -0.6630 -0.7545 -1.7562 -1.08 0.31 -0.10
H -0.4425 0.7171 -2.7279 0.05 0.03 0.21
H 0.9928 1.5803 2.8797 -0.13 0.07 0.12
H -0.3996 2.0923 5.1666 -0.12 -0.03 -0.40
H -2.7904 3.1169 4.3699 0.12 -0.07 -0.25
H -2.7252 3.1912 1.6317 0.11 0.06 0.16
H 0.5517 5.1195 0.8355 -0.12 0.14 -0.09
H -0.3785 7.0935 -0.8219 -0.01 0.00 -0.01
H -1.9832 5.8497 -2.6389 0.00 -0.04 0.03
H -1.9675 3.1869 -2.0022 0.24 0.55 0.11
H 2.1380 -0.6993 1.2700 -0.05 -0.66 -0.35
H 2.0793 -3.3433 2.0295 -0.56 0.28 -0.15
H 0.7604 -4.6924 -0.0478 -0.03 0.77 0.19
H 0.3007 -2.7279 -1.9378 0.27 -0.24 0.48
H 0.9491 -2.4967 -3.5828 0.26 0.08 -0.18
H 2.3509 -2.5465 -5.9027 -0.16 0.08 0.09
H 3.5632 -0.1043 -6.1153 -0.16 -0.07 0.03
H 2.8853 1.2674 -3.8876 0.06 -0.10 0.00
F 6.5387 0.1672 -0.3516 -0.28 0.07 -0.56
C 5.6091 0.3290 -1.3063 0.17 -0.09 -0.27
F 5.8191 1.5246 -1.9199 0.03 -0.68 0.37
F 5.7623 -0.6472 -2.2436 0.05 0.77 0.85
C 4.1704 0.2965 -0.7206 -1.16 0.56 -1.12
O 3.9415 0.2938 0.4730 0.51 -0.18 -0.61
O 3.2992 0.3746 -1.7226 5.54 -1.41 1.78

[2]
107
Properties=species:S:1:pos:R:3:forces:R:3 method="wB97M-V/def2-TZVPD" total_charge=+1 homo_lumo_gap_ev=9.069
C 7.4000 -1.6854 -2.0893 -0.14 0.52 0.51
C 6.3749 -0.9631 -1.1826 -1.16 -0.54 -0.52
C 5.2785 -0.1389 -1.9669 1.29 0.64 0.65
N 5.2319 -0.3912 -3.4092 -1.25 -0.89 0.37
C 4.0703 -1.1728 -3.8139 1.60 0.38 -1.40
S 4.1559 -1.1983 -5.6837 -0.52 0.25 -0.29
C 4.2149 -2.6470 -3.3477 1.17 -1.02 0.41
N 2.9745 -3.2786 -2.7898 -0.13 1.96 -0.41
C 2.4317 -2.2971 -1.7696 -0.77 -0.02 -0.55
N 1.3375 -3.0519 -1.0865 0.85 1.39 -0.13
C 1.8337 -3.5909 -0.1100 0.98 -2.36 0.93
S 2.6720 -4.5300 0.8713 -1.21 1.57 -0.96
C 1.9485 -1.0565 -2.6001 -1.57 0.69 1.25
C 1.4725 0.1291 -1.6516 1.58 0.26 -0.93
N 1.6519 -0.1699 -0.2549 -0.66 -0.20 0.80
O 2.8763 -0.4877 -3.5127 0.13 -1.30 0.38
H 6.9565 -2.1771 -2.9642 -0.03 0.21 0.28
H 8.0924 -0.9276 -2.4807 0.10 -0.50 0.10
H 7.9006 -2.4621 -1.4984 0.25 0.39 -0.22
H 6.8276 -0.2729 -0.4606 0.19 -0.35 -0.24
H 5.8247 -1.7112 -0.5727 0.39 0.19 -0.16
H 4.3221 -0.2754 -1.4390 0.04 0.16 -0.44
H 5.5352 0.9267 -1.8452 -0.22 -0.37 -0.06
H 5.1365 0.4659 -3.9385 0.25 0.16 0.12
H 5.4936 -1.2672 -5.9113 -0.37 -0.07 0.57
H 4.5415 -3.2802 -4.1826 -0.20 0.38 0.18
H 5.0031 -2.7650 -2.5848 -0.48 0.34 -0.08
H 2.2780 -3.2866 -3.5405 -0.10 -0.65 0.08
H 3.1140 -4.2037 -2.3848 0.08 -0.09 -0.12
H 3.2599 -2.0940 -1.0756 -0.21 0.11 -0.34
H 1.0423 -1.3506 -3.1695 0.51 -0.35 0.17
H 0.4553 0.4298 -1.9136 -0.01 -0.33 0.40
H 2.1164 0.9944 -1.9003 -0.30 -0.32 -0.51
H 2.6218 -0.3014 0.0052 0.11 0.13 -0.18
H 1.3567 0.6353 0.2862 -0.17 -0.12 0.16
C -1.5362 -0.9399 1.3366 0.04 0.21 -0.65
C -0.8422 -1.0040 2.7180 -0.60 0.85 -0.36
C -1.4478 -1.9666 3.7497 0.33 -0.51 0.56
F -2.7304 -1.7072 4.0350 -0.03 0.00 -0.11
F -0.7632 -1.8670 4.9143 0.25 0.09 -0.17
F -0.7347 0.2419 3.2193 -0.10 -0.01 0.14
F 0.4325 -1.4092 2.4775 0.23 -0.65 0.01
O -2.5014 0.1057 1.1255 0.08 -0.38 0.92
C -3.7914 -0.1075 1.6094 0.71 -0.54 -0.79
C -4.1630 0.7867 2.8007 -0.31 0.44 0.47
F -3.2542 0.7034 3.7869 0.21 0.02 -0.08
F -5.3489 0.3952 3.3150 -0.10 -0.25 -0.27
F -3.9442 -1.4143 1.8722 -0.51 -0.08 0.25
F -4.6278 0.1699 0.5898 -0.18 0.37 0.07
H -0.7404 -0.7256 0.6209 0.02 0.21 0.19
H -1.9243 -1.9105 1.0248 -0.13 -0.01 0.33
H -1.3728 -3.0025 3.4039 0.07 0.05 -0.15
H -4.2416 1.8314 2.5157 0.03 -0.07 -0.27
C -5.3186 5.8475 -0.6385 -0.18 0.18 -0.47
C -4.3133 5.4059 0.4548 -0.43 0.78 0.05
C -4.4865 3.9952 1.0445 0.38 -0.33 0.15
F -5.6949 3.8076 1.5965 -0.14 0.07 -0.02
F -3.5783 3.7906 2.0470 0.09 0.36 -0.35
F -4.3066 6.3327 1.4337 0.00 -0.18 0.18
F -3.0747 5.4492 -0.1137 -0.06 -0.43 -0.15
O -6.4621 6.6090 -0.2344 0.18 -0.51 0.81
C -7.5778 5.9629 0.2876 0.75 0.00 -1.17
C -7.7955 6.2574 1.7767 -0.26 0.29 0.51
F -6.7005 5.9994 2.5127 0.15 -0.03 -0.12
F -8.7944 5.4854 2.2570 -0.11 -0.08 -0.25
F -7.5119 4.6492 0.0120 -0.20 -0.23 0.33
F -8.6369 6.4339 -0.3927 -0.26 0.21 0.24
H -4.7773 6.5374 -1.2834 0.14 0.04 0.21
H -5.6008 5.0207 -1.2905 -0.05 -0.18 0.24
H -4.3303 3.2204 0.2872 0.06 0.16 -0.12
H -8.0603 7.3067 1.9208 -0.03 0.03 -0.19
C -0.5538 4.9864 -5.9118 0.09 -0.04 -0.66
C 0.1649 4.8602 -4.5532 -0.27 0.89 -0.32
C -0.3386 3.7912 -3.5812 0.30 -0.49 0.41
F -1.6292 3.9300 -3.2503 -0.17 0.03 -0.12
F 0.3670 3.8691 -2.4228 0.22 0.02 -0.11
F 0.1861 6.0697 -3.9630 0.00 -0.07 0.22
F 1.4652 4.5502 -4.8303 -0.05 -0.44 0.00
O -1.5806 5.9653 -6.0301 -0.17 -0.18 0.90
C -2.8602 5.6703 -5.5763 0.82 -0.45 -0.98
C -3.2381 6.4751 -4.3308 -0.22 0.63 0.38
F -2.3284 6.3468 -3.3490 0.05 -0.04 -0.06
F -4.4236 6.0475 -3.8370 -0.11 -0.20 -0.21
F -2.9933 4.3431 -5.4035 -0.25 -0.10 0.35
F -3.6975 6.0017 -6.5711 -0.26 0.32 0.13
H 0.2085 5.3286 -6.6108 0.06 0.13 0.15
H -0.8766 4.0196 -6.2993 -0.11 -0.07 0.28
H -0.1946 2.7891 -3.9986 0.06 0.08 -0.14
H -3.3248 7.5362 -4.5717 0.00 -0.04 -0.22
C 0.9471 -6.9747 6.6338 -0.40 0.45 0.30
C 1.3274 -8.4616 6.4577 -0.28 0.46 -0.73
C 2.7308 -8.8949 6.8998 0.29 -0.58 0.41
F 3.7175 -8.2306 6.2710 -0.11 0.27 -0.16
F 2.9075 -10.2073 6.6189 -0.27 0.02 -0.03
F 1.0940 -8.8167 5.1749 0.21 -0.08 -0.06
F 0.4479 -9.1723 7.2126 0.19 0.05 0.33
O 1.0921 -6.0864 5.5151 0.70 -0.64 -0.32
C 2.3316 -5.5385 5.2203 -0.96 -0.07 1.22
C 2.9195 -6.0744 3.9097 0.15 -0.16 -0.45
F 2.9677 -7.4132 3.8770 -0.11 -0.10 0.16
F 4.1879 -5.6269 3.7431 -0.03 0.29 0.10
F 3.1568 -5.6844 6.2652 0.48 -0.07 -0.18
F 2.1358 -4.2131 5.0785 0.08 0.15 -0.47
H -0.1270 -6.9734 6.8148 0.00 -0.12 -0.15
H 1.3851 -6.5475 7.5355 0.27 -0.10 -0.08
H 2.8559 -8.7624 7.9782 -0.14 0.09 0.00
H 2.3196 -5.7396 3.0602 -0.15 0.08 0.29

[3]
75
Properties=species:S:1:pos:R:3:forces:R:3 method="wB97M-V/def2-TZVPD" s2=8.7715 multiplicity=6 total_charge=+1 homo_lumo_gap_ev="7.187 / 7.072"
Fe 1.2312 0.1470 -0.0152 0.24 -0.49 0.66
N 5.1155 -0.5170 1.3771 0.17 -0.06 -0.11
C 5.5823 -0.6246 0.0838 -0.06 0.05 0.05
C 4.4909 -0.4945 -0.7194 -0.07 0.05 0.12
N 3.3742 -0.3181 0.0637 0.03 -0.14 -0.40
C 3.7835 -0.3358 1.3065 -0.20 0.09 0.54
C 2.8102 -0.1368 2.3764 0.53 -0.14 -0.22
N 1.6020 0.2683 2.0716 -0.46 -0.03 0.01
C 0.8743 0.2783 3.2409 0.14 0.05 0.01
C 1.6830 -0.1126 4.2616 0.08 0.00 -0.09
N 2.9166 -0.3735 3.6940 -0.13 -0.01 0.21
H 5.6863 -0.5246 2.2051 -0.01 0.00 -0.01
H 6.6252 -0.7648 -0.1367 -0.01 -0.01 0.00
H 4.4408 -0.5006 -1.7942 -0.03 -0.02 0.01
H -0.1594 0.5810 3.2627 0.03 -0.04 0.00
H 1.5040 -0.2191 5.3161 0.01 -0.01 0.00
H 3.7156 -0.7419 4.1813 0.00 0.03 0.00
C -0.5670 4.9213 -0.5394 -0.38 0.10 0.06
Si 1.2007 4.4643 -0.7524 -0.10 -0.32 0.16
C 1.9099 5.1101 -2.3126 0.17 0.21 -0.38
C 2.2257 4.8833 0.7162 0.22 0.13 0.32
Se 1.2515 2.1816 -0.9782 -0.02 0.36 -0.67
H -0.7058 6.0034 -0.6188 0.00 -0.04 0.02
H -0.9308 4.5994 0.4387 -0.06 0.03 -0.03
H -1.1739 4.4369 -1.3066 -0.04 0.04 0.03
H 1.9333 6.2040 -2.2784 0.02 -0.04 -0.05
H 1.3052 4.8037 -3.1677 0.04 0.03 -0.01
H 2.9284 4.7471 -2.4579 -0.01 0.03 -0.04
H 2.2197 5.9608 0.9059 0.01 -0.04 0.01
H 3.2586 4.5678 0.5577 0.00 0.01 0.06
H 1.8356 4.3733 1.5992 0.05 0.04 0.03
C -3.1389 0.8791 -4.2801 0.00 0.00 0.00
C -1.7850 0.5741 -4.2359 -0.02 -0.01 0.06
C -1.1976 0.2086 -3.0315 0.00 -0.02 -0.07
C -1.9442 0.1298 -1.8541 -0.16 0.18 -0.27
C -3.3054 0.4464 -1.9213 -0.01 0.01 -0.02
C -3.9000 0.8185 -3.1206 0.08 -0.03 0.02
Si -1.2099 -0.4444 -0.2413 -0.06 0.00 -0.03
C -1.5878 -2.2860 -0.1200 0.02 -0.26 0.00
C -2.1235 -2.9824 -1.2096 -0.06 -0.03 0.06
C -2.3909 -4.3484 -1.1355 -0.13 0.13 0.07
C -2.1199 -5.0455 0.0335 -0.06 -0.03 0.04
C -1.5867 -4.3751 1.1294 -0.12 0.11 0.00
C -1.3225 -3.0149 1.0475 -0.20 -0.01 0.05
C -2.0883 0.3923 1.1913 -0.18 0.07 0.24
C -1.7463 1.6863 1.6024 -0.08 0.03 -0.03
C -2.4161 2.3170 2.6434 0.02 -0.03 -0.05
C -3.4509 1.6639 3.3001 -0.01 -0.01 0.00
C -3.8177 0.3848 2.9048 0.07 0.02 -0.05
C -3.1424 -0.2421 1.8636 0.07 0.05 0.05
H -3.5983 1.1708 -5.2160 0.00 0.00 0.01
H -1.1871 0.6305 -5.1369 0.00 0.00 0.01
H -0.1327 -0.0008 -3.0141 -0.01 -0.01 0.03
H -3.9145 0.4091 -1.0238 0.02 0.00 0.00
H -4.9543 1.0622 -3.1505 0.01 0.00 0.01
H -2.3511 -2.4481 -2.1254 0.00 -0.01 0.00
H -2.8284 -4.8613 -1.9838 0.00 0.01 0.00
H -2.3373 -6.1043 0.0980 0.01 0.00 0.00
H -1.3830 -4.9138 2.0466 0.00 0.01 0.01
H -0.8985 -2.5102 1.9098 -0.02 0.00 -0.02
H -0.9454 2.2140 1.0949 0.03 -0.01 -0.02
H -2.1347 3.3202 2.9409 0.00 -0.01 -0.01
H -3.9746 2.1537 4.1112 0.00 -0.01 -0.01
H -4.6328 -0.1235 3.4042 0.01 -0.01 -0.01
H -3.4466 -1.2403 1.5723 0.01 -0.01 -0.01
N 0.7130 -4.5395 -1.9763 0.05 0.01 -0.03
C 1.2456 -4.3429 -0.6346 0.15 -0.05 -0.05
C 1.3727 -2.8633 -0.3617 0.02 0.00 -0.20
O 1.4920 -2.3505 0.7253 0.13 0.06 0.03
O 1.3632 -2.1042 -1.4586 0.15 0.12 -0.07
H -0.3019 -4.5259 -1.9573 0.11 -0.05 0.00
H 1.0094 -5.4172 -2.3794 0.07 0.02 -0.01
H 1.2013 -2.7177 -2.2199 -0.10 -0.05 0.06
H 2.2630 -4.7383 -0.5883 0.00 -0.06 0.05
H 0.6677 -4.7881 0.1765 0.05 0.01 -0.08

| no. | strongest force on any atom (eV Å⁻¹) |
| --- | --- |
| 1 | 5.988 |
| 2 | 2.719 |
| 3 | 0.855 |